DFT (the ωB97M-V functional and the def2-TZVPD basis) results for C13H24S as an isolated structure at a distorted geometry.

Each line ends with the Mulliken charge.
Element x y z (Å)
C  3.65991  2.19200  0.23602  -0.7011
C  5.92567  0.73074  0.33048  -0.2047
C  -2.79115  2.54641  0.03274  -0.7193
C  -3.78062  1.40322  -0.17347  -0.6472
C  0.26799  -2.75967  0.45098  -0.6171
C  -1.43935  1.85124  -0.09908  -0.8506
C  -3.13326  0.19817  0.52223  -0.6769
C  -0.30915  -1.60621  1.28350  -0.7798
C  0.57451  -2.14335  -0.92273  -0.5642
C  -1.62704  0.54006  0.67644  0.5629
C  -0.75060  -0.59698  0.25276  -0.1646
C  -0.27741  -0.90919  -0.94669  -0.5194
C  6.75578  -0.49172  0.18012  -0.9431
S  4.34712  0.74695  -0.17470  0.1569
H  2.63983  2.34090  -0.05972  0.2660
H  4.21097  2.96743  0.72684  0.2687
H  6.32670  1.59965  0.81967  0.2969
H  -2.92136  3.34826  -0.69227  0.3807
H  -2.90134  2.96454  1.03465  0.3174
H  -4.76928  1.62822  0.22982  0.3518
H  -3.89105  1.20870  -1.24224  0.2765
H  1.14894  -3.20231  0.91568  0.3167
H  -0.48345  -3.54323  0.34006  0.2878
H  -1.23374  1.64638  -1.14914  0.2583
H  -0.61911  2.44471  0.30304  0.3069
H  -3.58334  0.03100  1.50139  0.3049
H  -3.26281  -0.71312  -0.06171  0.2282
H  -1.13650  -1.92652  1.91908  0.2597
H  0.45157  -1.15896  1.93055  0.2932
H  1.63196  -1.86880  -1.01028  0.1938
H  0.34274  -2.82347  -1.74415  0.3421
H  -1.42533  0.73838  1.73510  0.4643
H  -5.22311  -1.87049  -2.37829  0.2307
H  -0.42310  -0.35425  -1.85760  0.4014
H  6.88012  -1.00902  1.13756  0.2576
H  6.29074  -1.18436  -0.51837  0.3145
H  7.75519  -0.24188  -0.18292  0.2864
H  -4.84667  -1.36426  -1.92438  -0.2364

## Properties
Relative energy (zero: lowest compared OMol25 entry of this formula, charge and spin): 0.0 kcal/mol
Energy: -24702.0234 eV
Frontier orbital gap (alpha / beta): 7.66 / 7.74 eV
Highest occupied orbital energy (alpha / beta): -7.17 / -7.21 eV